(1)
Here is a structure of composition C6H12ClIO2PRe at a distorted geometry from the OMol25 dataset. Energies are from ωB97M-V with the def2-TZVPD basis set.

Values from the calculation:
Relative energy (zero: lowest compared OMol25 entry of this formula, charge and spin) (kcal per mole): 34.97
Charge: +3
E_HOMO (alpha / beta) (eV): -20.615 / -20.613
2S+1: 4
Gap between HOMO and LUMO (alpha / beta) (Ha): 0.222 / 0.192

Last column: Mulliken spin population.
Positions of all 24 atoms, in Å:
Re  1.44  -0.46  1.40  2.892
I  -0.92  -3.59  -1.83  0.003
Cl  3.07  0.61  2.27  0.129
P  0.46  0.58  -0.46  -0.045
O  1.08  -3.23  2.81  0.156
O  -1.25  -1.88  -0.76  -0.012
C  -0.24  2.10  0.47  0.042
C  1.97  1.18  -1.39  -0.001
C  -1.82  -1.30  1.38  -0.007
C  1.14  -2.17  2.27  -0.078
C  -0.75  -1.39  0.37  -0.098
C  -0.81  0.57  -1.94  0.010
H  0.47  2.29  1.30  -0.001
H  -0.31  2.97  -0.21  0.005
H  -0.84  1.57  -2.45  -0.001
H  -0.48  -0.22  -2.65  -0.001
H  1.74  2.05  -2.03  0.001
H  -2.19  -2.30  1.62  0.001
H  2.28  0.32  -1.99  0.000
H  -1.24  1.81  0.85  0.005
H  -1.81  0.32  -1.53  0.000
H  -1.19  -0.78  2.18  -0.008
H  -2.50  -0.49  0.93  0.001
H  2.70  1.43  -0.61  0.004


(2)
Here is a cluster of 2 separate species, C18H28F3N2O2 in total at a distorted geometry from the OMol25 dataset. Energies are from ωB97M-V with the def2-TZVPD basis set.

Values from the calculation:
Relative energy (zero: lowest compared OMol25 entry of this formula, charge and spin) (kcal per mole): 0.00
Charge: -1
E_HOMO (eV): -4.072
Gap between HOMO and LUMO (Ha): 0.236

Last column: Löwdin charge in e.
Positions of all 53 atoms, in Å:
F  -1.26  3.67  -0.58  0.087
F  -2.18  5.25  0.57  0.090
F  -1.47  3.47  1.56  0.104
O  -3.44  1.94  0.35  -0.165
O  -4.58  3.90  0.87  -0.123
N  -0.90  -3.49  1.76  0.181
N  -1.25  -6.12  -1.31  0.146
C  -0.93  -3.05  0.69  -0.205
C  1.76  -0.99  0.43  -0.168
C  -0.57  -0.16  -0.11  -0.165
C  0.95  -0.02  -0.46  -0.337
C  1.31  1.45  -0.25  -0.069
C  -3.48  3.22  0.16  -0.541
C  4.69  -3.14  -0.60  -0.061
C  4.09  -1.59  -2.58  -0.061
C  -1.78  -3.59  -1.53  -0.144
C  4.30  -1.76  -1.08  -0.344
C  4.17  -0.65  -0.27  -0.092
C  -4.76  3.63  2.23  -0.299
C  3.15  -0.51  0.84  -0.198
C  -0.85  -2.66  -0.71  -0.305
C  -1.43  -4.99  -1.40  -0.230
C  -3.85  4.39  3.18  -0.092
C  -2.11  3.90  0.45  -0.544
C  -1.31  -1.21  -0.91  -0.158
H  -0.67  -0.31  0.97  0.123
H  -5.79  3.94  2.44  0.102
H  -4.27  4.38  4.19  0.062
H  3.30  -0.89  -2.78  0.061
H  -1.28  -0.96  -1.98  0.125
H  3.18  0.50  1.24  0.095
H  4.85  0.18  -0.45  0.103
H  3.90  -3.71  -0.10  0.076
H  3.47  -1.16  1.67  0.112
H  -1.04  0.81  -0.30  0.096
H  5.55  -3.05  0.06  0.073
H  -2.86  3.94  3.25  0.054
H  3.91  -2.58  -3.00  0.070
H  5.01  -1.19  -3.04  0.079
H  0.16  -2.82  -1.09  0.139
H  2.33  1.70  -0.56  0.071
H  -1.68  -3.30  -2.58  0.127
H  5.01  -3.71  -1.47  0.067
H  1.92  -1.90  -0.15  0.092
H  -3.73  5.43  2.86  0.070
H  1.20  -1.29  1.30  0.104
H  -3.68  3.57  -0.88  0.135
H  -4.72  2.55  2.43  0.106
H  0.59  2.10  -0.75  0.065
H  1.22  1.69  0.81  0.093
H  -2.36  -1.16  -0.62  0.131
H  -2.82  -3.42  -1.24  0.133
H  1.02  -0.26  -1.53  0.127


(3)
Here is a structure of composition C17H24Cl2N3NiOSbSe4 at a distorted geometry from the OMol25 dataset. Energies are from ωB97M-V with the def2-TZVPD basis set.

Values from the calculation:
Relative energy (zero: lowest compared OMol25 entry of this formula, charge and spin) (kcal per mole): 64.47
Charge: -2
E_HOMO (alpha / beta) (eV): -0.765 / -1.079
2S+1: 3
Gap between HOMO and LUMO (alpha / beta) (Ha): 0.170 / 0.181

Last column: Mulliken spin population.
Positions of all 53 atoms, in Å:
Sb  2.60  0.61  2.86  0.006
Se  3.89  2.63  2.16  0.450
Se  0.15  -0.10  1.75  -0.028
Se  4.52  -0.45  1.68  0.614
Se  -2.96  -1.16  0.78  0.063
Ni  -1.28  0.18  -0.05  0.862
Cl  -4.24  -1.33  -2.13  0.011
Cl  0.16  2.85  8.81  0.000
O  -2.90  6.47  1.45  0.000
N  -0.03  2.26  -1.04  -0.006
N  -0.57  4.09  0.02  0.009
N  0.64  3.74  0.52  -0.008
C  -0.94  3.20  -0.90  0.010
C  -2.72  4.18  2.27  0.016
C  0.17  3.59  7.23  0.001
C  0.91  2.63  -0.12  0.001
C  -0.99  6.12  2.80  0.010
C  0.26  5.42  3.34  -0.003
C  -3.31  -0.26  -0.90  0.010
C  -0.53  5.34  5.77  0.000
C  0.16  4.76  4.70  -0.064
C  0.89  3.00  6.20  0.004
C  0.88  3.59  4.95  0.030
C  -1.84  2.97  2.61  -0.008
C  -0.54  4.76  7.02  0.000
C  -3.50  4.54  3.55  0.000
C  -3.73  3.75  1.20  -0.003
C  -1.94  5.43  1.78  -0.003
C  -1.23  5.31  0.40  0.004
H  -1.08  5.21  7.84  0.000
H  -1.85  3.30  -1.48  0.000
H  -4.14  3.70  3.81  0.000
H  -1.99  5.51  -0.36  0.001
H  1.80  2.05  0.08  0.005
H  -0.49  6.11  0.34  0.000
H  -4.34  4.58  0.86  0.000
H  -3.15  6.91  2.27  0.000
H  -1.15  3.17  3.42  0.001
H  -4.14  5.42  3.42  0.000
H  1.45  3.14  4.15  0.018
H  -1.61  6.50  3.62  0.001
H  0.65  4.71  2.62  0.022
H  -1.07  6.27  5.62  0.000
H  -0.66  7.01  2.26  0.000
H  1.46  2.10  6.36  0.000
H  -2.43  0.04  -1.53  -0.005
H  -2.82  4.71  4.39  0.000
H  -4.38  2.98  1.62  0.001
H  -2.47  2.14  2.92  0.002
H  -1.26  2.59  1.77  -0.006
H  -3.96  0.59  -0.76  -0.003
H  1.03  6.19  3.45  -0.009
H  -3.23  3.29  0.35  -0.004